[1]
Formula: C9H12B3Br2ClF9NO5PS2
Source: the Open Molecules 2025 dataset
Level of theory: wB97M-V/def2-TZVPD

```
45
Properties=species:S:1:pos:R:3:lowdin_charge:R:1
O -4.591 -0.554 3.020 -0.328
S -4.938 0.811 3.256 0.342
O -5.412 1.676 2.221 -0.319
Cl -6.395 0.781 4.709 0.357
C -3.655 1.652 4.153 -0.302
C -2.605 2.281 3.231 -0.219
C -1.949 1.377 2.174 -0.194
C -1.601 2.119 0.877 -0.041
B -0.264 1.697 0.189 -0.492
O 0.681 0.912 0.841 0.285
B 1.713 0.307 0.131 -0.494
C 2.832 -0.469 0.896 -0.060
C 3.841 -1.151 -0.026 -0.201
C 4.909 -1.913 0.743 -0.805
F 5.440 -1.119 1.721 -0.007
Br 4.115 -3.446 1.624 0.802
C 6.108 -2.311 -0.192 -0.920
F 5.680 -2.307 -1.472 0.036
F 7.053 -1.353 -0.084 0.038
Br 6.990 -3.999 0.113 0.775
O 1.722 0.417 -1.241 0.322
B 0.632 1.046 -1.837 -0.599
N 0.083 0.544 -3.051 0.271
C 0.146 1.025 -4.143 -0.752
S 0.237 1.614 -5.579 0.778
O 0.045 2.063 -1.107 0.322
H -4.167 2.428 4.721 0.086
H -3.242 0.934 4.865 0.110
H -3.046 3.158 2.752 0.111
H -1.825 2.647 3.907 0.120
H -1.043 0.936 2.596 0.113
H -2.608 0.541 1.928 0.102
H -1.575 3.207 1.041 0.120
H -2.387 1.972 0.128 0.132
H 2.354 -1.200 1.557 0.099
H 3.347 0.241 1.555 0.126
H 4.352 -0.395 -0.630 0.139
H 3.341 -1.841 -0.706 0.133
F -3.232 -3.064 -4.432 -0.210
P -2.049 -2.052 -4.983 0.323
F -2.657 -2.506 -6.449 -0.210
F -0.985 -3.158 -4.368 -0.213
F -2.067 -1.418 -3.453 -0.218
F -2.622 -0.540 -5.354 -0.224
F -0.704 -1.590 -5.840 -0.234
```

The calculation puts the total energy at -231324.38225 eV. The value obtained for the gap between HOMO and LUMO is 8.760 eV. For the LUMO energy, the calculation gives 1.763 eV. The net charge is -1. The maximum force comes out at 1.12 eV/Å. The value obtained for the HOMO energy is -7.00 eV.

---

[2]
Formula: CH2Cl2
Source: the Open Molecules 2025 dataset
Level of theory: wB97M-V/def2-TZVPD

```
5
Properties=species:S:1:pos:R:3:lowdin_charge:R:1
C -0.044 0.102 -0.085 -0.873
Cl 0.510 0.662 1.476 0.833
Cl 0.193 -1.632 -0.392 0.853
H -1.128 0.208 -0.131 0.094
H 0.470 0.659 -0.868 0.093
```

The calculation puts the total energy at -26102.88193 eV. The value obtained for the gap between HOMO and LUMO (spin up / spin down) is 13.518 / 5.680 eV. As for the multiplicity: 2. For the LUMO energy (spin up / spin down), the calculation gives -4.775 / -11.656 eV. The net charge is +1. The maximum force comes out at 2.43 eV/Å. The energy above the lowest of the compared OMol25 structures with the same formula, charge and spin comes out at 0.0 kcal per mole. The value obtained for the HOMO energy (spin up / spin down) is -18.29 / -17.34 eV.

---

[3]
Formula: CH4ClP
Source: the Open Molecules 2025 dataset
Level of theory: wB97M-V/def2-TZVPD

```
7
Properties=species:S:1:pos:R:3:lowdin_charge:R:1
C 0.578 1.720 0.454 -0.415
P 0.377 0.021 0.373 0.742
H 0.777 2.197 1.359 -0.047
H 0.381 2.582 -0.244 0.028
H 0.099 0.009 -0.987 -0.145
Cl 3.678 0.151 -0.294 0.151
H 2.507 0.128 0.450 -0.314
```

The calculation puts the total energy at -22911.16582 eV. The value obtained for the gap between HOMO and LUMO is 9.372 eV. As for the SMILES: C=P.Cl. For the LUMO energy, the calculation gives -0.642 eV. The maximum force comes out at 2.36 eV/Å. The energy above the lowest of the compared OMol25 structures with the same formula, charge and spin comes out at 34.8 kcal per mole. The value obtained for the HOMO energy is -10.01 eV.

---

[4]
Formula: C9H14INSi
Source: the Open Molecules 2025 dataset
Level of theory: wB97M-V/def2-TZVPD

```
26
Properties=species:S:1:pos:R:3:lowdin_charge:R:1
C -1.338 0.226 2.249 -0.105
C -1.680 -0.788 1.289 -0.077
C -0.730 0.503 -0.566 -0.201
C -0.710 1.351 1.881 -0.060
C -0.221 1.493 0.465 -0.169
C -1.471 -0.649 -0.033 -0.288
C 0.772 0.617 -0.422 -0.438
C -1.983 -1.626 -1.044 -0.038
C 1.504 1.405 -1.478 -0.102
N 3.247 -0.870 -0.259 -0.682
Si 1.720 -0.660 0.575 0.498
I 3.216 -1.926 -2.012 0.734
H -1.696 0.094 3.260 0.100
H -2.223 -1.650 1.651 0.110
H -1.127 0.880 -1.506 0.145
H -0.534 2.180 2.542 0.097
H -0.184 2.534 0.161 0.128
H -2.424 -1.100 -1.891 0.082
H -2.724 -2.296 -0.616 0.078
H -1.155 -2.226 -1.428 0.084
H 1.858 0.742 -2.267 0.022
H 2.370 1.903 -1.050 0.080
H 0.859 2.154 -1.935 0.083
H 3.986 -1.250 0.315 -0.038
H 2.171 -0.148 1.873 -0.018
H 0.993 -1.928 0.708 -0.023
```

The calculation puts the total energy at -27027.12187 eV. The value obtained for the gap between HOMO and LUMO is 7.950 eV. For the LUMO energy, the calculation gives -0.035 eV. The maximum force comes out at 1.99 eV/Å. The energy above the lowest of the compared OMol25 structures with the same formula, charge and spin comes out at 0.2 kcal per mole. The value obtained for the HOMO energy is -7.98 eV.

---

[5]
Formula: C27H31ClPRhSi
Source: the Open Molecules 2025 dataset
Level of theory: wB97M-V/def2-TZVPD

```
62
Properties=species:S:1:pos:R:3:lowdin_charge:R:1
C -0.710 -2.133 2.796 -0.226
C -0.554 -2.367 1.395 -0.216
C 0.856 -2.444 1.087 -0.224
H -1.325 -2.501 0.647 0.092
C 1.587 -2.249 2.314 -0.209
C 0.626 -2.088 3.394 -0.189
H 0.873 -1.837 4.423 0.107
H -1.663 -2.000 3.271 0.098
H 1.258 -2.698 0.124 0.091
H 2.673 -2.208 2.350 0.118
Rh 0.400 -0.695 1.960 0.788
Cl 2.216 0.819 1.320 0.030
P 0.376 -0.113 -1.491 1.131
C 1.628 -1.239 -2.135 -0.402
C 1.319 -2.038 -3.260 -0.115
H 0.307 -2.025 -3.662 0.093
C 2.339 -2.796 -3.844 -0.090
H 2.107 -3.361 -4.743 0.099
C 3.622 -2.782 -3.274 -0.105
H 4.410 -3.338 -3.763 0.090
C 3.896 -2.067 -2.098 -0.092
H 4.896 -2.090 -1.659 0.104
C 2.892 -1.314 -1.506 -0.129
H 3.048 -0.750 -0.569 0.039
C -1.261 -0.659 -2.066 -0.333
C -1.667 -2.011 -1.921 -0.119
H -0.970 -2.758 -1.511 0.106
C -2.949 -2.378 -2.332 -0.076
H -3.251 -3.424 -2.276 0.106
C -3.822 -1.402 -2.839 -0.076
H -4.797 -1.698 -3.202 0.100
C -3.456 -0.050 -2.884 -0.075
H -4.127 0.711 -3.285 0.108
C -2.198 0.340 -2.430 -0.068
H -1.896 1.393 -2.380 0.110
C 0.755 1.558 -2.024 -0.411
C 1.322 1.676 -3.307 -0.113
H 1.565 0.762 -3.849 0.095
C 1.510 2.960 -3.838 -0.099
H 1.897 3.036 -4.854 0.098
C 1.178 4.074 -3.053 -0.129
H 1.303 5.057 -3.487 0.083
C 0.704 3.959 -1.735 -0.105
H 0.467 4.846 -1.138 0.100
C 0.527 2.685 -1.192 -0.148
H 0.246 2.520 -0.145 0.043
C -2.143 3.013 3.959 -0.178
Si -1.085 1.464 3.767 0.425
C 0.678 1.841 4.327 -0.217
C -1.776 0.137 4.916 -0.190
C -1.142 0.946 1.952 -0.184
H -2.139 3.338 5.006 0.036
H -3.179 2.812 3.657 0.033
H -1.755 3.834 3.336 0.038
H 0.654 2.187 5.372 0.034
H 1.346 0.974 4.268 -0.002
H 1.127 2.640 3.712 0.030
H -2.794 -0.142 4.610 0.037
H -1.172 -0.777 4.978 0.005
H -1.839 0.556 5.933 0.040
H -2.088 0.534 1.615 0.021
H -0.848 1.757 1.260 -0.008
```

The calculation puts the total energy at -61193.09468 eV. The value obtained for the gap between HOMO and LUMO (spin up / spin down) is 3.685 / 5.454 eV. As for the multiplicity: 5. For the LUMO energy (spin up / spin down), the calculation gives 0.403 / -3.021 eV. The maximum force comes out at 9.49 eV/Å. The value obtained for the HOMO energy (spin up / spin down) is -3.28 / -8.48 eV.